No. 1
Density functional theory data (ωB97M-V/def2-TZVPD) for C3H9N as an isolated structure in a non-equilibrium geometry.

Geometry (Å):
C: -0.87 -0.44 -0.02
C: 0.30 0.20 -0.76
C: 1.45 -0.10 0.20
N: -1.89 0.44 0.38
H: -2.69 0.00 0.80
H: -1.56 1.23 0.92
H: -1.27 -1.30 -0.54
H: 2.48 0.34 -0.48
H: 0.48 -0.27 -1.73
H: 0.15 1.27 -0.87
H: 1.58 0.61 1.01
H: 1.81 -1.12 0.21
H: 0.04 -0.88 0.88

Computed properties:
- E: -174.35756 hartree
- Spin multiplicity: 1
- HOMO-LUMO gap: 9.633 eV
- Energy relative to the best compared isomer or geometry (same formula, charge and spin): 59.9 kcal/mol
- HOMO: -8.420 eV
- Net charge: 0

Atom-resolved charges from Mulliken, all expressed in e: -0.2728 -0.3968 -1.3188 -0.5451 0.2109 0.1827 0.3392 0.2886 0.2335 0.3429 0.3568 0.4251 0.1537

No. 2
Density functional theory data (ωB97M-V/def2-TZVPD) for a 12-piece molecular cluster, C26H76N10O12 overall in a non-equilibrium geometry.

Geometry (Å):
C: -5.36 6.31 10.94
C: -5.50 7.41 11.96
C: -4.28 8.34 11.91
O: -6.60 8.16 11.50
H: -6.24 5.66 10.98
H: -4.59 5.57 11.14
H: -5.25 6.82 9.99
H: -5.68 7.01 12.95
H: -4.14 8.67 10.88
H: -3.35 7.88 12.24
H: -4.53 9.17 12.57
H: -7.31 7.98 12.12
C: -6.44 4.84 16.57
C: -7.06 5.15 15.22
C: -7.56 6.58 15.17
O: -6.19 4.83 14.17
H: -5.62 5.50 16.85
H: -6.04 3.82 16.60
H: -7.14 4.92 17.41
H: -7.98 4.57 15.20
H: -8.29 6.77 15.96
H: -7.90 6.82 14.16
H: -6.68 7.22 15.30
H: -5.37 4.78 14.67
C: -11.05 10.32 7.36
C: -11.13 9.96 5.85
C: -11.24 11.07 4.85
O: -10.07 9.19 5.46
H: -11.13 9.49 8.06
H: -11.91 10.94 7.61
H: -10.23 11.04 7.43
H: -11.99 9.28 5.82
H: -11.04 10.85 3.81
H: -10.63 11.94 5.11
H: -12.29 11.37 4.91
H: -9.80 8.68 6.23
C: -12.74 5.66 15.56
C: -11.76 5.00 16.49
C: -10.92 3.94 15.74
O: -10.84 6.05 17.02
H: -13.43 6.31 16.10
H: -13.37 4.88 15.13
H: -12.37 6.23 14.71
H: -12.18 4.49 17.35
H: -9.92 3.64 16.07
H: -10.79 4.20 14.69
H: -11.33 2.93 15.79
H: -10.18 5.70 17.61
C: -7.05 6.95 7.37
C: -8.21 5.90 7.42
C: -8.52 5.54 8.84
O: -9.48 6.48 6.96
H: -6.12 6.65 7.85
H: -7.32 7.90 7.85
H: -6.73 7.18 6.35
H: -7.90 5.05 6.82
H: -8.67 6.37 9.52
H: -7.77 4.97 9.39
H: -9.42 4.94 8.73
H: -10.10 5.75 7.03
C: -11.41 13.87 8.70
C: -11.62 13.34 10.05
C: -12.60 14.15 10.90
O: -11.78 11.92 10.10
H: -12.08 13.57 7.90
H: -10.41 13.68 8.30
H: -11.58 14.94 8.82
H: -10.72 13.57 10.63
H: -13.58 14.16 10.43
H: -12.28 15.14 11.23
H: -12.80 13.54 11.79
H: -12.65 11.75 9.74
C: -14.10 8.22 9.27
C: -14.55 9.49 8.50
C: -16.05 9.57 8.16
O: -14.07 10.56 9.38
H: -14.63 7.30 9.03
H: -14.17 8.24 10.36
H: -13.06 8.01 9.00
H: -13.97 9.64 7.58
H: -16.50 8.66 7.78
H: -16.16 10.18 7.26
H: -16.75 10.09 8.82
H: -14.42 10.35 10.25
C: -8.70 3.15 11.69
O: -9.40 2.46 11.01
N: -7.53 2.79 12.20
N: -8.90 4.41 11.82
H: -7.08 1.90 12.03
H: -7.33 3.40 12.98
H: -8.03 4.91 11.90
H: -9.69 4.87 11.37
C: -10.57 8.19 11.53
O: -9.94 7.37 12.15
N: -10.30 8.77 10.42
N: -11.76 8.68 11.94
H: -9.45 8.49 9.95
H: -10.88 9.40 9.89
H: -12.00 9.59 11.57
H: -11.88 8.39 12.90
C: -7.60 11.00 9.00
O: -7.62 11.31 7.83
N: -8.35 11.55 9.91
N: -6.77 10.07 9.43
H: -9.16 12.12 9.71
H: -8.19 11.22 10.85
H: -6.03 9.82 8.79
H: -6.84 9.51 10.26
C: -15.01 10.12 12.74
O: -15.82 10.07 11.84
N: -15.00 9.25 13.74
N: -13.94 10.85 12.61
H: -14.21 9.36 14.36
H: -15.73 8.56 13.88
H: -13.14 10.52 13.13
H: -13.84 11.41 11.77
C: -11.52 8.91 15.25
O: -11.98 9.69 14.45
N: -10.54 8.09 14.96
N: -11.76 9.01 16.53
H: -10.26 8.00 13.99
H: -10.44 7.48 15.76
H: -11.29 8.31 17.09
H: -12.55 9.59 16.77

Computed properties:
- E: -2486.73320 hartree
- Spin multiplicity: 2
- HOMO-LUMO gap (spin up / spin down): 2.198 / 9.648 eV
- HOMO (spin up / spin down): 0.049 / -7.444 eV
- Net charge: -1

Results of the Mulliken charge analysis, in e, for atoms 1 through 99: -0.4596 1.0905 -1.6284 -0.4474 -0.2918 0.4416 0.1008 -0.2375 0.3063 0.4251 0.3727 -0.1055 -2.8067 1.9650 -1.1793 -0.2043 0.3626 0.4352 0.7314 -0.2893 0.5823 -0.7097 0.5100 0.2807 -0.5918 0.6626 -1.5216 -0.6064 0.2719 -0.1005 0.4085 0.2279 0.4085 0.3120 0.3327 0.1251 -0.9433 0.0419 -1.3722 1.7326 0.3182 0.5442 -0.1671 -0.0186 0.4228 0.1203 0.5106 -0.9572 -1.0733 0.4062 -0.6497 -0.4157 0.4015 -0.0484 0.4253 0.2336 -0.2377 0.1308 0.5394 0.2535 -1.2510 0.6907 -1.7537 0.4156 0.2201 0.2876 0.4749 0.3538 0.3693 0.4493 0.3888 -0.0426 -0.8866 0.9504 -1.7366 -0.6261 0.4669 0.1813 0.0604 0.0432 0.3882 0.4481 0.3254 -0.1178 0.4131 -0.7051 -0.3220 0.6573 0.2038 0.0581 -0.5492 0.0472 0.9724 -0.7633 1.0226 0.3831 -0.5358 -0.4117 0.0793

No. 3
Density functional theory data (ωB97M-V/def2-TZVPD) for the molecule C4H8FNO in a non-equilibrium geometry.

Geometry (Å):
C: 1.61 1.36 -0.78
C: 0.91 0.69 0.13
F: 0.93 1.12 1.40
C: 0.10 -0.52 -0.05
N: -0.20 -1.29 1.15
C: -1.27 -0.20 -0.68
O: -1.98 0.59 0.28
H: 1.67 1.13 -1.82
H: 2.09 2.28 -0.44
H: 0.71 -1.16 -0.68
H: -0.18 -2.33 1.06
H: 0.54 -1.01 1.82
H: -1.84 -1.11 -0.89
H: -1.21 0.40 -1.60
H: -1.90 0.05 1.09

Computed properties:
- E: -387.02924 hartree
- Spin multiplicity: 1
- HOMO-LUMO gap: 10.210 eV
- Energy relative to the best compared isomer or geometry (same formula, charge and spin): 20.8 kcal/mol
- HOMO: -9.397 eV
- Net charge: 0

Atom-resolved charges from Mulliken, all expressed in e: -0.8858 0.4895 -0.2714 0.1659 -0.7048 -0.6152 -0.5602 0.2946 0.2804 0.3547 0.2420 0.2168 0.2872 0.3592 0.3471

No. 4
Density functional theory data (ωB97M-V/def2-TZVPD) for C25H24BrF7ILaNO6S2 as an isolated structure in a non-equilibrium geometry.

Geometry (Å):
C: -4.41 -2.17 0.58
C: -4.55 -3.25 -0.59
O: -3.48 -4.20 -0.52
C: -2.37 -3.77 -1.33
C: -0.98 -4.09 -0.61
O: 0.05 -3.29 -1.21
C: 1.35 -3.79 -0.86
C: 2.44 -3.16 -1.83
O: 3.63 -2.84 -1.08
C: 3.98 -1.46 -1.23
C: 2.94 -0.55 -0.48
C: 1.97 0.16 -1.29
C: 0.94 1.00 -0.61
C: 0.92 1.12 0.90
C: 1.90 0.42 1.76
C: 1.70 0.63 3.30
F: 0.45 0.15 3.62
F: 1.79 1.99 3.57
F: 2.59 0.01 4.17
C: 2.91 -0.42 1.03
C: 3.97 -1.24 1.79
C: 3.45 -2.57 2.48
O: 4.27 -3.37 2.81
Br: 1.59 -2.97 2.87
S: -0.42 2.13 1.57
C: -0.57 3.42 0.30
C: -0.32 2.98 -1.09
C: -0.44 3.99 -2.15
C: -0.81 5.40 -1.90
I: -1.00 6.74 -3.57
C: -1.04 5.81 -0.49
C: -0.93 4.81 0.58
S: -1.29 5.42 2.26
O: -2.14 6.60 2.09
O: -0.11 5.84 3.00
C: -2.32 4.21 3.26
F: -3.15 3.47 2.46
F: -1.57 3.44 4.11
F: -3.13 4.96 4.06
N: 0.00 1.63 -1.48
C: -1.21 0.77 -1.73
C: -1.32 0.47 -3.30
F: -0.15 0.92 -3.98
H: -5.41 -1.84 0.96
H: -3.90 -2.66 1.46
H: -3.82 -1.28 0.19
H: -5.54 -3.77 -0.43
H: -4.61 -2.72 -1.58
H: -2.46 -2.69 -1.62
H: -2.41 -4.38 -2.28
H: -0.80 -5.20 -0.69
H: -1.14 -3.83 0.48
H: 1.33 -4.91 -0.92
H: 1.66 -3.52 0.18
H: 2.65 -3.90 -2.66
H: 1.94 -2.29 -2.32
H: 5.05 -1.26 -0.94
H: 3.90 -1.24 -2.34
H: 1.97 0.08 -2.40
H: 4.44 -0.61 2.66
H: 4.87 -1.56 1.14
H: -0.26 3.69 -3.21
H: -1.33 6.87 -0.30
H: -2.15 1.23 -1.33
H: -1.02 -0.24 -1.26
H: -2.25 0.89 -3.77
H: -1.35 -0.65 -3.49
La: 5.49 0.42 3.19

Computed properties:
- E: -5870.39431 hartree
- Spin multiplicity: 1
- HOMO-LUMO gap: 1.845 eV
- HOMO: -15.041 eV
- Net charge: +3

Atom-resolved charges from Mulliken, all expressed in e: -0.6515 -0.2827 -0.4149 -0.0310 -0.4111 -0.1720 0.1603 -0.1943 -0.3610 -1.7386 0.0942 -0.2522 -1.2542 0.7388 0.9807 0.2515 -0.1290 -0.2092 -0.3057 0.7469 -1.7659 0.3556 -0.4598 -0.0058 -0.1940 0.7471 -1.2446 -0.2689 -0.8369 0.2952 -0.2704 0.0652 1.3384 -0.6759 -0.6045 0.6880 -0.1936 -0.1707 -0.1883 0.6566 -0.1536 -0.5021 -0.2939 0.3925 0.2304 -0.0340 0.3563 0.2782 -0.0099 0.1821 0.3691 0.1230 0.4267 -0.4197 0.4145 0.0926 0.4531 0.4148 0.6264 1.6200 0.2743 0.5243 0.5105 0.4545 0.2952 0.3714 0.2501 1.9217

Q: net charge of number 1 (C3H9N)?
A: 0